1.
13
Properties=species:S:1:pos:R:3:forces:R:3 method="wB97M-V/def2-TZVPD" relative_energy_kj_mol=416.9 homo_lumo_gap_ev=9.01
C 1.083 0.027 -0.728 0.03 0.07 -0.01
C 0.482 1.214 -0.632 0.25 -0.29 0.31
C -0.684 1.257 0.326 0.46 -0.75 0.59
N -1.713 0.267 -0.049 -0.27 -0.41 -0.12
C -0.749 -0.408 0.758 -0.16 -0.69 -0.48
C 0.495 -1.028 0.175 0.03 -0.15 -0.17
H 1.953 -0.180 -1.342 -0.11 -0.01 -0.09
H 0.805 2.096 -1.186 -0.18 -0.20 0.27
H -0.397 0.867 1.396 -0.33 1.71 0.04
H -1.543 -0.023 -1.010 -0.12 0.33 -0.08
H -1.184 -0.840 1.668 0.39 0.42 -0.06
H 1.207 -1.292 0.971 -0.19 0.03 -0.09
H 0.246 -1.956 -0.348 0.20 -0.07 -0.09

2.
113
Properties=species:S:1:pos:R:3:forces:R:3 method="wB97M-V/def2-TZVPD" total_charge=+2 relative_energy_kj_mol=0.0 homo_lumo_gap_ev=6.18
Ti -0.245 -0.140 1.526 -0.12 0.09 -0.36
O -3.977 -1.606 1.400 -0.01 -0.15 -0.05
C -2.844 -1.454 1.752 -0.09 0.07 0.14
N -2.180 -0.218 1.886 0.15 0.00 -0.03
C -2.913 0.872 2.364 -0.02 0.03 -0.06
O -4.067 0.880 2.678 -0.07 0.05 0.04
C -2.023 2.068 2.522 -0.21 -0.09 0.08
C -2.479 3.222 3.127 0.08 0.06 -0.19
C -1.623 4.312 3.165 -0.01 0.00 0.02
C -0.355 4.190 2.614 0.03 -0.03 -0.01
C 0.038 2.975 2.080 -0.04 0.03 0.04
N -0.785 1.921 2.044 0.06 -0.07 0.10
C -1.935 -2.568 2.164 -0.01 -0.08 0.14
C -2.426 -3.796 2.549 0.02 0.05 0.01
C -1.528 -4.736 3.034 -0.01 -0.01 0.01
C -0.185 -4.404 3.105 0.03 0.05 -0.01
C 0.232 -3.149 2.688 -0.03 -0.10 -0.10
N -0.634 -2.243 2.222 -0.05 0.27 -0.06
H -3.487 3.241 3.515 0.00 0.01 0.00
H -1.939 5.244 3.614 0.00 0.00 -0.01
H 0.342 5.016 2.612 -0.01 0.00 0.01
H 1.032 2.822 1.692 0.06 0.01 -0.01
H -3.489 -3.980 2.475 0.00 -0.01 0.00
H -1.871 -5.708 3.362 0.00 0.00 0.01
H 0.547 -5.099 3.492 0.00 0.00 -0.01
H 1.269 -2.855 2.739 0.03 -0.02 0.03
C -3.043 -1.974 -6.126 -0.07 -0.10 0.03
S -2.373 -0.322 -6.375 0.00 -0.01 0.00
C -1.746 0.002 -4.716 -0.01 -0.03 0.09
C -0.571 -0.880 -4.295 -0.05 0.01 -0.03
C 0.252 -0.270 -3.170 -0.27 0.05 0.02
N -0.423 -0.292 -1.846 0.25 -0.09 -0.04
P -0.584 1.049 -0.812 -0.54 0.12 0.37
C 0.110 2.540 -1.578 0.14 -0.07 -0.03
C 1.259 3.182 -1.125 0.03 0.00 0.05
C 1.701 4.346 -1.737 0.00 -0.02 -0.02
C 1.013 4.863 -2.826 0.01 0.01 0.00
C -0.129 4.225 -3.292 0.01 0.01 0.00
C -0.587 3.080 -2.664 0.00 0.02 -0.02
C -2.348 1.513 -0.756 0.04 0.16 -0.17
C -3.355 0.568 -0.916 -0.03 -0.06 0.07
C -4.690 0.921 -0.780 0.02 -0.02 -0.02
C -5.035 2.229 -0.480 0.02 0.03 0.01
C -4.037 3.179 -0.303 -0.05 0.00 0.01
C -2.704 2.827 -0.437 -0.03 0.04 -0.01
P -0.308 -1.603 -0.772 0.28 0.20 0.36
C -1.594 -2.809 -1.164 0.04 -0.18 0.02
C -1.501 -4.047 -0.522 0.02 -0.02 -0.05
C -2.430 -5.040 -0.775 0.00 0.02 -0.02
C -3.456 -4.814 -1.683 -0.01 -0.03 0.02
C -3.543 -3.597 -2.341 -0.02 0.01 -0.01
C -2.618 -2.596 -2.083 -0.01 0.04 0.01
C 1.194 -2.571 -1.073 -0.01 -0.05 -0.18
C 1.277 -3.323 -2.251 0.02 0.04 0.01
C 2.414 -4.061 -2.533 0.00 0.00 0.02
C 3.470 -4.078 -1.630 0.02 -0.02 -0.02
C 3.382 -3.364 -0.445 0.01 0.00 0.04
C 2.250 -2.612 -0.168 0.02 -0.11 -0.01
H -3.549 -2.256 -7.047 0.01 0.02 -0.01
H -3.779 -1.978 -5.320 0.01 0.03 0.00
H -2.267 -2.713 -5.924 0.02 0.03 0.00
H -2.576 -0.065 -4.006 0.03 0.04 0.02
H -1.432 1.048 -4.727 0.02 0.01 -0.09
H 0.078 -1.044 -5.158 0.06 0.11 0.03
H -0.927 -1.867 -3.994 0.00 -0.05 -0.05
H 0.462 0.774 -3.403 0.05 0.00 0.00
H 1.212 -0.775 -3.063 -0.01 -0.08 -0.01
H 1.827 2.772 -0.304 -0.03 0.04 0.01
H 2.590 4.841 -1.371 -0.01 0.00 0.00
H 1.363 5.765 -3.310 0.00 0.00 0.01
H -0.671 4.629 -4.137 0.00 -0.01 0.00
H -1.503 2.617 -3.006 -0.01 -0.02 -0.02
H -3.112 -0.466 -1.107 0.00 0.05 0.00
H -5.454 0.163 -0.892 0.00 0.01 0.01
H -6.075 2.507 -0.374 0.01 0.00 0.00
H -4.298 4.202 -0.065 0.00 -0.01 0.00
H -1.948 3.593 -0.308 0.03 -0.03 0.00
H -0.680 -4.249 0.159 0.00 0.01 -0.01
H -2.346 -5.997 -0.276 0.00 0.00 -0.01
H -4.181 -5.591 -1.887 0.01 0.00 0.00
H -4.332 -3.423 -3.061 0.01 0.00 0.00
H -2.690 -1.659 -2.615 0.02 0.01 -0.02
H 0.446 -3.343 -2.944 -0.01 0.00 -0.01
H 2.472 -4.633 -3.449 -0.01 0.01 0.01
H 4.354 -4.664 -1.847 -0.01 0.01 0.01
H 4.190 -3.396 0.275 -0.01 0.00 -0.01
H 2.205 -2.087 0.773 -0.05 0.07 0.04
N 5.086 3.992 5.944 0.00 0.03 0.00
C 4.398 3.060 5.253 -0.04 -0.01 0.00
C 3.004 3.182 5.075 0.06 -0.03 0.00
C 2.310 2.231 4.370 -0.14 -0.01 0.07
C 2.980 1.138 3.814 0.02 0.10 0.03
C 4.360 0.996 3.998 0.07 -0.05 -0.06
C 5.057 1.943 4.702 -0.01 0.00 0.00
S 2.127 -0.072 2.954 -0.02 0.03 0.02
O 2.799 -1.330 3.071 0.00 0.05 0.06
O 0.689 -0.030 3.393 0.01 -0.26 -0.12
N 1.770 0.281 1.397 0.18 -0.07 0.02
C 2.797 0.358 0.455 0.12 -0.09 -0.13
N 2.405 0.466 -0.811 0.11 -0.06 0.03
C 3.378 0.528 -1.720 -0.01 0.00 0.07
C 4.717 0.467 -1.377 -0.02 -0.01 -0.07
C 5.002 0.352 -0.028 0.00 -0.01 0.03
N 4.048 0.300 0.899 -0.07 0.09 -0.06
H 4.614 4.751 6.401 0.00 0.00 0.01
H 6.064 3.875 6.140 0.00 -0.02 -0.01
H 2.478 4.012 5.529 0.00 -0.01 0.00
H 1.233 2.304 4.296 0.02 -0.01 -0.02
H 4.871 0.137 3.587 -0.02 0.00 -0.01
H 6.123 1.827 4.852 -0.01 0.00 0.00
H 3.067 0.636 -2.753 0.01 0.00 0.00
H 5.498 0.508 -2.122 -0.01 0.00 0.01
H 6.026 0.304 0.326 -0.02 0.00 0.02

3.
34
Properties=species:S:1:pos:R:3:forces:R:3 method="wB97M-V/def2-TZVPD" multiplicity=3 s_squared=2.009 total_charge=-2 homo_lumo_gap_ev="4.44 / 4.63"
C 2.087 1.299 -0.872 0.62 0.10 0.62
C 1.973 0.974 0.510 1.22 -1.32 -0.62
C 1.557 -0.401 0.601 0.23 -0.28 -0.85
H 2.213 1.580 1.368 -0.08 0.12 -0.23
C 1.316 -0.878 -0.764 1.48 0.54 0.47
C 1.652 0.211 -1.651 0.19 -1.10 0.53
H 1.629 0.171 -2.731 -0.17 0.10 0.10
H 2.534 2.208 -1.230 -0.46 0.32 -0.21
H 1.482 -0.995 1.511 -0.02 0.25 -0.33
H 1.139 -1.919 -1.021 -0.33 0.39 -0.06
Pt -0.240 0.644 -0.091 -0.02 0.90 -0.57
Br -0.311 2.790 1.100 -0.71 1.46 1.29
C -2.320 2.378 -2.452 0.64 0.41 -0.30
C -1.540 1.975 -3.577 0.54 0.83 0.47
C -0.380 2.815 -3.628 -0.99 -0.03 0.63
H -1.790 1.200 -4.287 0.01 -0.15 0.00
C -0.453 3.729 -2.534 -0.89 -0.48 -0.43
C -1.662 3.474 -1.827 0.32 -0.25 -0.89
H -2.025 4.034 -0.975 0.11 -0.19 0.04
H -3.267 1.951 -2.144 0.04 -0.03 0.00
H 0.389 2.794 -4.387 0.16 -0.10 -0.05
H 0.268 4.501 -2.295 0.05 -0.02 0.05
Se -1.801 -1.074 0.351 -1.77 -1.26 0.33
C -0.869 -2.083 1.680 -0.15 -0.27 -0.02
C -0.305 -3.320 1.333 -0.19 0.39 0.56
C 0.233 -4.146 2.316 0.00 -0.07 0.16
C 0.224 -3.763 3.666 -0.02 0.31 -0.20
C -0.283 -2.496 4.008 -0.06 -0.18 -0.57
C -0.821 -1.667 3.018 0.04 -0.26 -0.02
H -0.354 -3.595 0.288 0.15 -0.21 0.03
H 0.654 -5.104 2.010 -0.06 0.11 0.20
H 0.608 -4.436 4.439 -0.06 0.25 -0.28
H -0.279 -2.160 5.041 0.01 -0.07 -0.03
H -1.256 -0.691 3.229 0.20 -0.18 0.20